No. 1
ORCA calculation (wB97M-V/def2-TZVPD) on a molecular structure, C48H45BrFN12O8SiW in a non-equilibrium geometry.

```
! wB97M-V def2-TZVPD RIJCOSX def2/J DEFGRID3
* xyz 1 1
W 1.5925 0.1434 -1.6360
F -2.1602 2.0186 3.9716
C -1.7740 0.7689 3.6554
C -1.0095 0.5558 2.5485
C -0.6838 -0.7606 2.2027
C 0.0894 -1.0030 0.9907
O 0.4760 -0.0190 0.3227
C 0.3245 -2.3551 0.6483
C -0.1138 -3.3456 1.4784
N -0.8132 -3.1338 2.6000
C -1.2157 -4.2579 3.4236
C -1.7158 -5.5012 2.7579
C -2.6722 -4.6159 3.4987
C -1.1255 -1.8308 2.9891
C -1.8666 -1.5723 4.1482
C -2.1951 -0.2768 4.4836
N -2.9976 -0.0358 5.6433
C -2.6592 1.1198 6.4715
C -3.1193 0.8029 7.9035
N -4.2066 -0.2374 7.8138
C -5.1739 0.1002 6.7157
C -4.4369 -0.0806 5.3785
C 0.9111 -2.7404 -0.6618
O 1.0730 -3.8819 -0.9840
O 1.1274 -1.7037 -1.4690
H -0.6909 1.3845 1.9267
H 0.0895 -4.3752 1.2142
H -0.6126 -4.3695 4.3160
H -1.4260 -6.4430 3.2001
H -1.7896 -5.5079 1.6790
H -3.0614 -4.9503 4.4506
H -3.3498 -4.0218 2.8989
H -2.1852 -2.3771 4.7950
H -3.1237 2.0443 6.1190
H -1.5834 1.2746 6.4615
H -3.5441 1.6722 8.4005
H -2.3266 0.3871 8.5207
H -4.6788 -0.3430 8.7106
H -3.7594 -1.1243 7.5740
H -5.4826 1.1296 6.8840
H -6.0435 -0.5455 6.8021
H -4.7592 0.7061 4.6861
H -4.6765 -1.0427 4.9275
N 4.6154 0.6826 -3.5675
C 3.5287 1.4737 -3.7576
N 3.4029 2.3524 -4.7191
N 2.2159 2.9527 -4.4782
N 1.6658 2.5104 -3.4273
N 2.4848 1.5194 -2.9049
C 4.5166 -0.4798 -2.8571
N 5.3828 -1.4642 -2.9321
N 4.8642 -2.4349 -2.1553
N 3.7544 -2.0729 -1.6367
N 3.4921 -0.7975 -2.0553
H 5.3453 0.7272 -4.2620
O -0.3885 0.4746 -2.0401
C -1.0499 1.6111 -1.4908
C -0.0006 2.2684 -0.5596
O -0.2544 2.9822 0.3713
O 1.2328 1.9262 -0.9074
C -2.2594 1.1633 -0.6831
C -2.6076 -0.1776 -0.5964
C -3.7047 -0.5741 0.1603
C -4.4597 0.3695 0.8405
C -4.1239 1.7164 0.7434
C -3.0369 2.1125 -0.0215
C -1.4941 2.5658 -2.5996
C -1.1488 3.9114 -2.6202
C -1.5835 4.7266 -3.6569
C -2.3606 4.2028 -4.6769
C -2.7145 2.8613 -4.6549
C -2.2907 2.0492 -3.6159
H -0.6873 -0.1717 -3.2345
H -2.0248 -0.9158 -1.1337
H -3.9777 -1.6229 0.1962
H -5.3292 0.0638 1.4111
H -4.7218 2.4658 1.2478
H -2.7862 3.1615 -0.1071
H -0.5194 4.3311 -1.8459
H -1.2958 5.7699 -3.6736
H -2.6861 4.8361 -5.4922
H -3.3236 2.4465 -5.4483
H -2.5832 1.0042 -3.6006
C 4.2337 -1.1057 1.0059
Si 3.3165 0.4291 0.4458
C 2.4746 1.0936 1.9923
C 4.5142 1.7331 -0.1933
C 4.1508 2.9338 -0.8118
C 5.1087 3.8555 -1.2039
C 6.4564 3.6071 -0.9784
C 6.8390 2.4317 -0.3489
C 5.8763 1.5070 0.0353
H 4.6181 -0.8901 2.0091
H 5.0663 -1.3862 0.3658
H 3.5715 -1.9713 1.0754
H 3.2815 1.4835 2.6215
H 1.9664 0.3137 2.5658
H 1.7849 1.9140 1.7831
H 3.1075 3.1581 -0.9908
H 4.7977 4.7706 -1.6933
H 7.2024 4.3263 -1.2920
H 7.8859 2.2258 -0.1649
H 6.2103 0.5901 0.5073
Br 1.4295 -4.4249 -9.3879
C 1.1337 -3.3805 -7.8425
C -0.1592 -2.9825 -7.5342
C -0.3742 -2.2200 -6.4009
C 0.6979 -1.8612 -5.5898
C 1.9897 -2.2681 -5.9110
C 2.2118 -3.0321 -7.0425
C 0.4766 -1.0594 -4.3783
O -0.7445 -0.7726 -4.0680
O 1.4675 -0.6849 -3.7126
H -0.9817 -3.2672 -8.1749
H -1.3727 -1.8967 -6.1405
H 2.8136 -1.9942 -5.2661
H 3.2094 -3.3581 -7.3007
*
```

- LUMO level (eV) = -3.5
- relative energy (zero: lowest compared OMol25 entry of this formula, charge and spin) (eV) = 0.000
- gap between HOMO and LUMO (eV) = 6.32
- E_HOMO (eV) = -9.798

Atom charges from the Löwdin analysis, given in e for atoms 1 to 2: number 1, W, carries 1.918; number 2, F, carries 0.091

***

No. 2
ORCA calculation (wB97M-V/def2-TZVPD) on C2H3F2NS in the gas phase in a non-equilibrium geometry.

```
! wB97M-V def2-TZVPD RIJCOSX def2/J DEFGRID3
* xyz 0 1
C -0.9189 0.3097 0.2335
C 0.6743 0.2778 -0.0407
N -1.7190 -0.4613 -0.3407
F 1.1213 0.8706 -1.0997
F 1.2186 1.0472 1.1263
S 1.2905 -1.3823 0.0504
H -1.0614 0.9544 1.0880
H -2.7787 -0.3549 -0.1991
H 2.1732 -1.2611 -0.8180
*
```

- LUMO level (eV) = 0.7
- relative energy (zero: lowest compared OMol25 entry of this formula, charge and spin) (eV) = 1.518
- SMILES = [H]/N=C/C(F)(F)S
- gap between HOMO and LUMO (eV) = 10.71
- E_HOMO (eV) = -10.042

Atom charges from the Löwdin analysis, given in e for atoms 1 to 2: number 1, C, carries -0.198; number 2, C, carries -0.803

***

No. 3
ORCA calculation (wB97M-V/def2-TZVPD) on 5 unconnected molecules or ions with the total composition C34H42N5O10.

```
! wB97M-V def2-TZVPD RIJCOSX def2/J DEFGRID3
* xyz 1 1
O -1.8026 2.0797 3.2356
C -2.2873 0.8582 2.6736
C -3.6804 0.9469 2.0557
C -3.7774 1.6089 0.6705
C -2.8611 2.8257 0.4709
C -1.5043 2.4254 -0.0970
C -1.1525 2.7656 -1.5599
C 0.3525 3.0781 -1.5568
C 0.8237 2.4475 -0.2589
N -0.2752 2.8196 0.7044
C -0.1402 4.2236 1.2577
C -0.8831 5.3545 0.5465
O -2.1479 5.6663 1.0842
H -2.3184 2.2767 4.0261
H -1.5515 0.5652 1.9206
H -2.2729 0.0613 3.4202
H -4.3464 1.4521 2.7598
H -4.0520 -0.0765 1.9750
H -4.8073 1.9152 0.4958
H -3.5667 0.8577 -0.0953
H -3.3361 3.5496 -0.1892
H -2.7368 3.3376 1.4209
H -1.4633 1.3366 -0.0466
H -1.7444 3.5840 -1.9631
H -1.3300 1.8561 -2.1261
H 0.9047 2.6901 -2.4093
H 0.5421 4.1533 -1.5363
H 0.7926 1.3618 -0.3531
H 1.8030 2.7451 0.1043
H -0.2271 2.2114 1.5215
H 0.9280 4.4308 1.2344
H -0.4442 4.1751 2.3016
H -1.0484 5.1189 -0.5015
H -0.2335 6.2338 0.5774
H -2.0485 5.9253 2.0090
C -1.8390 1.1653 -8.2263
C -3.1450 1.0683 -7.7633
C -3.3932 0.7851 -6.4303
C -2.3115 0.6006 -5.5882
C -1.0022 0.6875 -6.0257
C -0.7700 0.9765 -7.3593
N -2.5604 0.3122 -4.1702
O -3.7086 0.2439 -3.7871
O -1.5911 0.1622 -3.4405
H -1.6522 1.3909 -9.2675
H -3.9746 1.2143 -8.4410
H -4.4004 0.7040 -6.0506
H -0.1853 0.5339 -5.3362
H 0.2472 1.0469 -7.7222
C 3.8874 0.9035 -2.8758
C 3.0293 0.1044 -3.6213
C 2.9421 0.2761 -4.9945
C 3.7202 1.2533 -5.5889
C 4.5788 2.0611 -4.8679
C 4.6579 1.8784 -3.4963
N 3.6332 1.4426 -7.0511
O 2.8486 0.7419 -7.6611
O 4.3406 2.2885 -7.5531
H 3.9637 0.7531 -1.8069
H 2.4409 -0.6612 -3.1336
H 2.2940 -0.3417 -5.5986
H 5.1718 2.8083 -5.3732
H 5.3316 2.4929 -2.9145
C 0.0523 -3.2261 3.5395
C 0.5054 -4.1756 2.6317
C 1.0862 -3.7843 1.4349
C 1.2026 -2.4318 1.1732
C 0.7539 -1.4712 2.0563
C 0.1736 -1.8756 3.2429
N 1.8410 -1.9844 -0.0731
O 2.2104 -2.8222 -0.8611
O 1.9697 -0.7787 -0.2447
H -0.3870 -3.5395 4.4765
H 0.4242 -5.2293 2.8598
H 1.4533 -4.5106 0.7253
H 0.8815 -0.4244 1.8236
H -0.1528 -1.1211 3.9464
C 0.4846 -6.7980 9.1665
C 0.8667 -7.7149 8.1963
C 1.4137 -7.2768 7.0013
C 1.5643 -5.9161 6.8076
C 1.1926 -4.9829 7.7582
C 0.6463 -5.4361 8.9477
N 2.1500 -5.4437 5.5409
O 2.4561 -6.2769 4.7122
O 2.2837 -4.2443 5.3862
H 0.0623 -7.1467 10.0993
H 0.7420 -8.7747 8.3701
H 1.7199 -7.9718 6.2341
H 1.3361 -3.9296 7.5700
H 0.3515 -4.7248 9.7068
*
```

- LUMO level (eV) = -2.7
- gap between HOMO and LUMO (eV) = 9.04
- E_HOMO (eV) = -11.775

Atom charges from the Löwdin analysis, given in e for atoms 1 to 2: number 1, O, carries -0.079; number 2, C, carries -0.247

***

No. 4
ORCA calculation (wB97M-V/def2-TZVPD) on a molecular structure, C22H35N3OPW in a non-equilibrium geometry.

```
! wB97M-V def2-TZVPD RIJCOSX def2/J DEFGRID3
* xyz 1 1
W -1.2234 0.7836 0.1351
C 0.3981 -1.8906 -2.0376
C 1.1707 -1.6572 -0.7344
C 2.5699 -2.2559 -0.8432
C 0.4229 -2.3413 0.4235
P 1.1776 0.1589 -0.3036
C 2.3721 0.4209 1.0233
C 1.9079 0.7009 2.3058
C 2.8023 0.8966 3.3483
C 4.1655 0.8216 3.1134
C 4.6378 0.5491 1.8355
C 3.7487 0.3477 0.7949
C 1.6130 1.2515 -1.7608
C 0.2873 1.4376 -2.5382
C 2.1074 2.6130 -1.2480
C 2.6893 0.7082 -2.7108
H 0.1928 -2.9579 -2.1384
H 0.9619 -1.5887 -2.9183
H -0.5597 -1.3749 -2.0492
H 2.4725 -3.3048 -1.1302
H 3.0970 -2.2171 0.1097
H 3.1766 -1.7622 -1.6005
H 0.4717 -3.4237 0.2937
H -0.6340 -2.0592 0.4447
H 0.8638 -2.1020 1.3926
H 0.8427 0.7712 2.4932
H 2.4310 1.1110 4.3405
H 4.8630 0.9763 3.9249
H 5.7013 0.4919 1.6497
H 4.1333 0.1320 -0.1914
H -0.6532 1.3140 -1.9523
H 0.1808 0.7083 -3.3420
H 0.2293 2.4391 -2.9657
H 1.3933 3.1054 -0.5925
H 2.2771 3.2534 -2.1152
H 3.0516 2.5180 -0.7164
H 2.4545 -0.2637 -3.1362
H 3.6553 0.6460 -2.2140
H 2.8010 1.4100 -3.5396
C -3.1273 -2.6245 -1.3739
C -3.5151 -1.4698 -0.4589
C -5.0302 -1.2610 -0.4908
C -2.8120 -0.1458 -0.8394
H -3.6892 -3.5172 -1.1010
H -2.0692 -2.8699 -1.3068
H -3.3620 -2.3894 -2.4144
H -3.2329 -1.7334 0.5650
H -5.3556 -0.9752 -1.4932
H -5.3426 -0.4803 0.2041
H -5.5496 -2.1795 -0.2184
H -3.4520 0.6935 -0.4382
H -2.8204 0.0081 -1.9273
N -3.8742 -0.3184 5.6943
C -3.0591 -0.5542 4.9179
N -2.0863 -0.8854 4.0701
C -1.8816 -0.3467 2.9771
N -1.6188 0.0617 1.8885
C -2.4494 3.6599 1.2809
C -1.5694 2.6020 0.7579
O -0.3125 2.6394 0.5840
H -1.9142 4.6052 1.3559
H -2.7981 3.3531 2.2706
H -3.3286 3.7604 0.6458
*
```

- LUMO level (spin up / spin down) (eV) = -4.2 / -4.2
- relative energy (zero: lowest compared OMol25 entry of this formula, charge and spin) (eV) = 0.273
- gap between HOMO and LUMO (spin up / spin down) (eV) = 7.15 / 7.15
- E_HOMO (spin up / spin down) (eV) = -11.337 / -11.338

Atom charges from the Löwdin analysis, given in e for atoms 1 to 2: number 1, W, carries 1.346; number 2, C, carries -0.083

***

No. 5
ORCA calculation (wB97M-V/def2-TZVPD) on 6 unconnected molecules or ions with the total composition C18H36O15S3 in a non-equilibrium geometry.

```
! wB97M-V def2-TZVPD RIJCOSX def2/J DEFGRID3
* xyz 0 1
C 8.5694 -9.4468 -8.4981
C 7.2515 -9.8330 -9.0512
C 6.3100 -8.6744 -8.6535
O 7.1203 -7.7511 -8.0392
C 8.1491 -8.4696 -7.4591
H 9.0988 -8.8137 -9.2101
H 9.3039 -10.1900 -8.1879
H 7.0265 -10.7736 -8.5485
H 7.1836 -10.0370 -10.1198
H 5.5651 -8.9115 -7.8939
H 5.8985 -8.1504 -9.5162
H 7.7713 -9.0745 -6.6348
H 8.9492 -7.9344 -6.9478
C 10.6447 -15.3858 -7.9864
C 10.9431 -16.1938 -6.7710
C 12.3234 -15.5993 -6.3970
O 13.0125 -15.4720 -7.6506
C 12.0099 -15.2703 -8.6111
H 10.1624 -14.4258 -7.8024
H 9.9703 -15.9538 -8.6272
H 11.1718 -17.1797 -7.1759
H 10.1058 -16.3086 -6.0827
H 13.0192 -16.1189 -5.7383
H 12.2575 -14.6501 -5.8652
H 12.0089 -15.9823 -9.4364
H 12.2325 -14.3014 -9.0581
C 11.9017 -10.6303 -6.7719
C 10.8340 -11.1028 -5.8060
C 10.7824 -9.9884 -4.6949
O 11.7341 -8.9854 -5.1902
C 11.9970 -9.1376 -6.6444
H 11.7429 -10.8477 -7.8281
H 12.8904 -10.9812 -6.4764
H 10.9254 -12.1014 -5.3788
H 9.9205 -11.0282 -6.3960
H 11.0264 -10.1656 -3.6474
H 9.8013 -9.5149 -4.7320
H 12.9204 -8.6751 -6.9931
H 11.2519 -8.5965 -7.2276
C 14.8373 -8.8088 -10.6769
C 14.6166 -7.9258 -11.9779
O 14.0461 -6.7129 -11.4929
S 14.3028 -6.5642 -9.8632
O 13.0738 -6.7490 -9.0821
O 15.1580 -5.4247 -9.5505
O 15.1508 -7.9853 -9.6421
H 15.4779 -9.6537 -10.9296
H 13.9182 -9.3839 -10.5649
H 13.9356 -8.3894 -12.6917
H 15.5793 -7.7161 -12.4441
C 10.6873 -8.0609 -1.5128
C 9.5598 -8.3721 -0.5083
O 9.9643 -7.6115 0.6392
S 10.4716 -6.1259 0.1738
O 11.4902 -5.5648 1.0152
O 9.3146 -5.3006 -0.1846
O 11.1907 -6.7659 -1.2094
H 10.5607 -8.0621 -2.5954
H 11.5480 -8.7087 -1.3463
H 9.4356 -9.4465 -0.3727
H 8.5548 -8.0168 -0.7363
C 6.1984 -12.8399 -6.5213
C 5.4628 -12.9938 -5.1603
O 6.4539 -13.6487 -4.3534
S 7.9338 -13.1120 -4.7178
O 8.9760 -14.1153 -4.4011
O 8.1225 -11.7162 -4.2994
O 7.6201 -13.1032 -6.3335
H 6.0594 -11.8740 -7.0070
H 5.9006 -13.6774 -7.1522
H 4.5170 -13.5344 -5.1981
H 5.4412 -12.0183 -4.6744
*
```

- LUMO level (eV) = 0.2
- relative energy (zero: lowest compared OMol25 entry of this formula, charge and spin) (eV) = 3.202
- SMILES = O=S1(=O)OCCO1.O=S1(=O)OCCO1.O=S1(=O)OCCO1.C1CCOC1.C1CCOC1.C1CCOC1
- gap between HOMO and LUMO (eV) = 9.68
- E_HOMO (eV) = -9.523

Atom charges from the Löwdin analysis, given in e for atoms 1 to 2: number 1, C, carries -0.186; number 2, C, carries -0.152

***

No. 6
ORCA calculation (wB97M-V/def2-TZVPD) on a molecular structure, Cl2MnO8 in a non-equilibrium geometry.

```
! wB97M-V def2-TZVPD RIJCOSX def2/J DEFGRID3
* xyz 0 6
Mn -2.4926 -28.1405 12.4657
Cl -0.5526 -30.2219 13.3514
O 0.8601 -30.1874 13.0471
O -0.7834 -29.6433 14.6972
O -1.2421 -29.2885 12.4556
O -1.1885 -31.5350 13.3017
Cl 0.5278 -32.9831 14.7529
O -0.6722 -32.9145 14.0361
O 1.8288 -32.4437 14.4771
O 0.0885 -32.2816 15.9381
O 0.8294 -34.3798 15.0598
*
```

- LUMO level (spin up / spin down) (eV) = -4.6 / -4.4
- relative energy (zero: lowest compared OMol25 entry of this formula, charge and spin) (eV) = 6.517
- gap between HOMO and LUMO (spin up / spin down) (eV) = 3.19 / 3.37
- E_HOMO (spin up / spin down) (eV) = -7.806 / -7.731
- ⟨S²⟩ = 8.82

Atom charges from the Löwdin analysis, given in e for atoms 1 to 2: number 1, Mn, carries 1.226; number 2, Cl, carries 0.777

***

No. 7
ORCA calculation (wB97M-V/def2-TZVPD) on a molecular structure, C4H12N3O3S in a non-equilibrium geometry.

```
! wB97M-V def2-TZVPD RIJCOSX def2/J DEFGRID3
* xyz 1 1
C 3.0799 0.0891 0.3669
C -2.7480 -0.6940 0.2744
C -2.8294 0.7996 -0.0338
C -0.3666 -1.1265 0.0277
N 4.3038 -0.3012 0.0875
N -1.6375 -1.3056 -0.4285
N 2.0619 -0.0058 -0.4175
O 0.7559 1.5449 0.9964
O 0.1146 1.2779 -1.4126
O -1.6552 1.3592 0.5460
S 0.3295 0.7371 -0.1062
H 2.8726 0.5182 1.3421
H -2.5932 -0.8214 1.3485
H -3.6713 -1.1955 -0.0149
H -3.7178 1.2534 0.4152
H -2.8375 0.9700 -1.1165
H 0.3782 -1.6644 -0.5429
H -0.2736 -1.2774 1.1012
H 5.0520 -0.2038 0.7566
H 4.5328 -0.6807 -0.8229
H -1.7445 -1.2738 -1.4346
H 2.2231 -0.3186 -1.3707
H -1.6296 2.3192 0.4386
*
```

- LUMO level (eV) = -2.7
- relative energy (zero: lowest compared OMol25 entry of this formula, charge and spin) (eV) = 0.000
- gap between HOMO and LUMO (eV) = 10.28
- E_HOMO (eV) = -13.014

Atom charges from the Löwdin analysis, given in e for atoms 1 to 2: number 1, C, carries -0.213; number 2, C, carries -0.153

***

No. 8
ORCA calculation (wB97M-V/def2-TZVPD) on Cl4OP2S2 in the gas phase in a non-equilibrium geometry.

```
! wB97M-V def2-TZVPD RIJCOSX def2/J DEFGRID3
* xyz 0 1
O -0.0983 0.5319 -0.2950
P -1.5387 -0.1192 -0.1319
P 1.8208 0.1221 0.3012
S -1.8572 -1.9795 -0.6190
S 2.0280 0.2778 2.2141
Cl -1.8236 0.2337 1.8814
Cl -2.5752 1.1893 -1.2080
Cl 1.9712 -1.6763 -0.5088
Cl 2.3514 1.6887 -0.7949
*
```

- LUMO level (eV) = -1.4
- relative energy (zero: lowest compared OMol25 entry of this formula, charge and spin) (eV) = 0.606
- SMILES = S=P(Cl)(Cl)OP(=S)(Cl)Cl
- gap between HOMO and LUMO (eV) = 7.85
- E_HOMO (eV) = -9.241

Atom charges from the Löwdin analysis, given in e for atoms 1 to 2: number 1, O, carries -0.777; number 2, P, carries -0.563

***

Calculated E_tot, -167226.5574; -19881.3515; -63848.0551; -41005.8060; -82460.5691; -72719.0417; -25783.0516; -92388.9437 eV (same order as the records).